[1]
{"formula": "C17H36N7O5P2SbSe4V", "method": "ωB97M-V with the def2-TZVPD basis set", "e_above_lowest_ev": 4.084, "charge": 0, "e_homo_ha": [-0.270, -0.274], "multiplicity": 4, "homo_lumo_gap_ev": [6.7, 6.8], "elements": ["V", "C", "N", "C", "P", "O", "O", "P", "O", "N", "C", "C", "N", "C", "C", "N", "C", "C", "H", "H", "H", "H", "H", "H", "H", "H", "H", "H", "H", "H", "H", "H", "H", "H", "H", "H", "H", "H", "H", "H", "H", "H", "N", "C", "O", "C", "C", "H", "H", "H", "H", "H", "H", "Se", "Sb", "Se", "Se", "Se", "N", "C", "O", "C", "C", "C", "N", "C", "C", "H", "H", "H", "H", "H", "H"], "positions_angstrom": [[-0.728, 0.597, -0.668], [-1.674, 3.422, -4.772], [-0.965, 2.233, -4.322], [-0.758, 1.185, -5.319], [-0.641, 1.962, -2.759], [0.335, 0.895, -2.545], [-0.061, 3.333, -2.134], [0.952, 3.274, -0.872], [0.765, 2.098, -0.004], [2.429, 3.281, -1.588], [3.560, 2.760, -0.819], [2.791, 4.253, -2.609], [0.498, 4.647, -0.079], [0.676, 4.681, 1.377], [0.632, 5.948, -0.720], [-2.032, 1.711, -1.901], [-3.296, 1.376, -2.601], [-2.151, 2.078, -0.520], [-2.671, 3.167, -5.138], [-1.115, 3.901, -5.578], [-1.776, 4.134, -3.954], [-1.718, 0.856, -5.725], [-0.254, 0.338, -4.861], [-0.142, 1.571, -6.133], [3.222, 1.960, -0.166], [4.049, 3.542, -0.229], [4.290, 2.347, -1.517], [1.915, 4.550, -3.183], [3.499, 3.792, -3.299], [3.260, 5.147, -2.185], [0.510, 3.690, 1.795], [-0.065, 5.364, 1.796], [1.672, 5.041, 1.657], [0.421, 5.876, -1.786], [1.631, 6.376, -0.582], [-0.095, 6.635, -0.285], [-3.081, 0.983, -3.592], [-3.898, 2.281, -2.683], [-3.801, 0.607, -2.022], [-1.780, 0.817, 0.677], [-3.161, 1.983, -0.147], [-1.683, 3.032, -0.290], [-3.355, -1.725, 1.466], [-3.292, -1.422, 0.161], [-4.067, -0.601, -0.332], [-2.261, -2.164, -0.674], [-1.499, -1.190, -1.584], [-4.022, -1.237, 2.039], [-2.703, -2.369, 1.891], [-2.851, -2.892, -1.248], [-1.593, -2.744, -0.038], [-2.216, -0.911, -2.367], [-0.658, -1.655, -2.106], [-0.933, -2.339, 4.101], [0.778, -2.639, 2.229], [2.877, -3.588, 2.782], [-1.309, -4.081, 2.568], [0.685, -0.858, 0.667], [1.879, -1.166, 7.090], [1.325, 0.072, 7.079], [1.224, 0.770, 8.067], [0.837, 0.524, 5.730], [1.689, 0.585, 4.635], [1.171, 1.013, 3.421], [-0.106, 1.343, 3.250], [-0.907, 1.307, 4.310], [-0.483, 0.913, 5.572], [2.232, -1.528, 7.959], [1.893, -1.749, 6.270], [2.729, 0.296, 4.715], [1.792, 1.050, 2.536], [-1.946, 1.568, 4.141], [-1.168, 0.888, 6.409]], "forces_ev_per_angstrom": [[0.3, -2.4, 0.4], [-0.1, -0.1, 0.0], [0.0, 0.2, 0.1], [0.0, 0.1, 0.0], [0.0, 1.3, -1.2], [0.9, -1.1, -0.1], [-0.2, 0.3, -0.3], [0.2, 0.6, 0.0], [-0.1, -0.2, 0.1], [-0.1, 0.1, 0.2], [0.0, -0.1, -0.1], [0.0, 0.0, -0.1], [0.2, -0.1, 0.1], [-0.1, 0.0, 0.0], [-0.1, 0.0, 0.0], [-1.1, 0.7, -0.3], [0.2, -0.2, 0.0], [-0.4, 0.0, 1.1], [0.0, 0.0, 0.0], [0.0, 0.0, 0.0], [0.0, 0.0, 0.0], [0.0, 0.0, 0.0], [0.0, 0.0, 0.0], [0.0, 0.0, 0.0], [0.0, 0.0, 0.0], [0.0, 0.0, 0.0], [0.0, 0.0, 0.0], [0.0, 0.0, 0.0], [0.0, 0.0, 0.0], [0.0, 0.0, 0.0], [0.0, 0.0, 0.0], [0.0, 0.0, 0.0], [0.0, 0.0, 0.0], [0.0, 0.0, 0.0], [0.0, 0.0, 0.0], [0.0, 0.0, 0.0], [0.0, 0.0, 0.0], [0.0, 0.0, 0.0], [-0.1, 0.0, 0.1], [-0.4, 0.9, -0.6], [-0.1, 0.1, -0.3], [-0.1, 0.0, 0.3], [0.0, 0.1, 0.1], [-0.1, -0.1, -0.2], [0.0, 0.1, -0.1], [-0.1, 0.1, -0.1], [-0.7, 0.4, 0.1], [0.0, 0.0, 0.0], [-0.1, 0.1, -0.1], [0.1, 0.0, 0.0], [0.0, 0.1, 0.1], [0.1, 0.0, -0.1], [0.0, -0.2, 0.2], [0.3, 0.7, 0.6], [-0.5, -0.3, 0.5], [-0.1, 0.1, 0.0], [0.4, -0.9, -0.5], [1.5, -0.3, 0.1], [0.1, 0.1, -0.1], [0.0, -0.1, 0.0], [-0.1, 0.0, 0.0], [0.1, 0.0, 0.1], [0.0, -0.1, -0.1], [0.0, -0.1, 0.1], [-0.1, 0.4, -0.1], [0.1, -0.2, 0.1], [-0.1, 0.0, 0.0], [0.0, 0.0, 0.0], [0.0, 0.0, 0.0], [0.0, 0.0, 0.0], [0.0, 0.1, 0.0], [0.0, 0.1, 0.0], [0.0, 0.0, 0.0]]}



[2]
{"formula": "C8H9CoI2NO6STi", "method": "ωB97M-V with the def2-TZVPD basis set", "e_above_lowest_ev": 0.990, "charge": 4, "e_homo_ha": [-0.876, -0.908], "multiplicity": 6, "homo_lumo_gap_ev": [6.0, 5.0], "elements": ["I", "I", "Co", "Ti", "S", "C", "C", "C", "C", "C", "C", "C", "C", "O", "O", "O", "O", "H", "H", "H", "H", "H", "H", "H", "H", "H", "O", "N", "O"], "positions_angstrom": [[-2.976, -0.947, 1.318], [0.105, -0.880, -2.922], [0.608, 1.041, -0.541], [-0.553, -0.729, 0.690], [-1.392, 0.609, -1.239], [0.238, 1.476, 1.108], [0.925, -1.029, 2.386], [-2.653, 2.259, -1.220], [-3.087, 2.357, -2.660], [-1.780, 3.435, -0.773], [-3.784, 1.978, -0.262], [1.896, -0.150, -0.415], [1.360, 2.522, -1.020], [1.436, -0.860, 3.425], [0.087, 2.208, 2.012], [2.888, -0.758, -0.469], [1.867, 3.537, -1.271], [-3.689, 3.252, -2.803], [-3.688, 1.487, -2.929], [-2.233, 2.401, -3.320], [-2.422, 4.327, -0.724], [-0.995, 3.623, -1.511], [-1.332, 3.272, 0.222], [-4.471, 2.854, -0.249], [-3.434, 1.815, 0.778], [-4.351, 1.096, -0.586], [1.444, -2.867, 1.541], [0.819, -3.362, 0.592], [-0.049, -2.511, 0.041]], "forces_ev_per_angstrom": [[-2.0, -0.7, 1.2], [0.5, -0.9, -1.8], [-3.3, -2.0, -2.1], [1.0, -2.6, -1.1], [-0.8, -0.9, 0.5], [-0.7, 5.2, 7.1], [1.9, 1.5, 5.4], [-1.5, 2.9, 0.5], [0.4, -1.5, 0.1], [0.6, -0.9, 0.0], [0.3, -0.9, 0.2], [7.7, -4.1, -0.1], [5.7, 8.9, -2.1], [-2.4, -1.1, -5.3], [0.6, -3.5, -3.8], [-4.6, 2.5, 0.4], [-2.6, -4.8, 1.0], [-0.1, 0.3, 0.2], [-0.2, 0.1, -0.2], [0.2, 0.3, -0.4], [0.0, -0.2, 0.0], [-0.2, 0.2, 0.1], [-0.4, 0.3, -0.3], [0.4, -0.3, -0.1], [-0.2, 0.4, -0.3], [-0.2, 0.3, 0.1], [-1.7, -2.7, -3.3], [2.8, 1.1, 3.7], [-1.3, 3.1, 0.4]]}



[3]
{"formula": "H18O9", "method": "ωB97M-V with the def2-TZVPD basis set", "e_above_lowest_ev": 1.723, "smiles": "O.O.O.O.O.O.O.O.O", "charge": 0, "e_homo_ha": -0.402, "homo_lumo_gap_ev": 10.8, "elements": ["O", "H", "H", "O", "H", "H", "O", "H", "H", "O", "H", "H", "O", "H", "H", "O", "H", "H", "O", "H", "H", "O", "H", "H", "O", "H", "H"], "positions_angstrom": [[-0.338, -3.559, 0.293], [0.498, -3.110, 0.354], [-0.861, -3.557, 1.125], [3.229, 2.543, 0.445], [2.972, 3.087, -0.307], [2.439, 2.014, 0.660], [-1.386, -1.353, -1.057], [-1.036, -2.145, -0.568], [-1.076, -0.529, -0.658], [2.081, -2.234, -0.125], [2.088, -1.379, 0.247], [1.690, -2.132, -0.976], [-3.985, -1.084, -0.034], [-3.884, -1.153, 0.920], [-3.080, -1.296, -0.434], [1.232, 0.536, 0.361], [0.903, 0.792, -0.519], [0.471, 0.892, 0.853], [-1.656, 1.188, 0.419], [-1.648, 2.162, 0.448], [-2.495, 1.028, -0.037], [6.455, 1.752, 0.488], [5.524, 1.979, 0.629], [6.630, 1.676, -0.470], [-4.734, 1.581, -0.467], [-5.372, 1.755, -1.188], [-4.662, 0.546, -0.402]], "forces_ev_per_angstrom": [[-2.1, -0.6, 0.1], [1.1, 0.4, 0.8], [1.1, 0.1, -0.7], [-0.1, 0.1, 0.0], [0.1, 0.0, 0.1], [0.5, 0.0, -0.2], [-0.2, -0.4, 0.0], [0.0, 0.7, -0.2], [0.1, -0.4, 0.2], [0.3, -2.0, 0.3], [0.0, 1.8, 0.8], [-0.3, 0.2, -1.2], [1.0, -0.1, -0.5], [0.1, -0.1, 0.0], [-1.0, 0.3, 0.5], [-1.0, 0.8, -0.3], [0.6, -0.3, -0.1], [0.2, -0.5, 0.4], [0.0, 0.8, -0.2], [0.0, -0.5, 0.1], [-0.3, -0.1, 0.0], [0.3, -0.1, -0.4], [0.1, 0.0, -0.4], [-0.5, 0.1, 0.9], [-0.2, -2.2, -0.4], [0.6, -0.2, 0.6], [-0.2, 2.3, -0.2]]}



[4]
{"formula": "C15H10N2O3ReS3", "method": "ωB97M-V with the def2-TZVPD basis set", "e_above_lowest_ev": 0.402, "charge": 0, "e_homo_ha": [-0.306, -0.317], "multiplicity": 2, "homo_lumo_gap_ev": [6.3, 7.0], "elements": ["Re", "O", "C", "C", "C", "C", "C", "C", "C", "O", "N", "N", "C", "C", "C", "C", "C", "C", "C", "O", "H", "H", "H", "H", "H", "H", "H", "H", "H", "H", "S", "C", "S", "S"], "positions_angstrom": [[0.256, -0.300, -0.601], [2.668, 3.152, -2.337], [1.973, 4.119, -1.711], [2.463, 5.420, -1.859], [1.817, 6.483, -1.273], [0.660, 6.285, -0.519], [0.170, 5.008, -0.369], [0.807, 3.905, -0.956], [0.215, 2.574, -0.762], [0.912, 1.519, -1.159], [-0.956, 2.428, -0.229], [-1.291, 1.072, -0.166], [-2.533, 0.873, 0.149], [-3.180, -0.402, 0.166], [-4.517, -0.511, 0.579], [-5.158, -1.728, 0.543], [-4.477, -2.858, 0.078], [-3.166, -2.778, -0.345], [-2.511, -1.546, -0.298], [-1.245, -1.480, -0.705], [2.275, 2.293, -2.124], [3.360, 5.557, -2.446], [2.214, 7.482, -1.400], [0.155, 7.121, -0.055], [-0.724, 4.826, 0.211], [-3.114, 1.760, 0.378], [-5.034, 0.376, 0.925], [-6.185, -1.812, 0.868], [-4.984, -3.813, 0.047], [-2.627, -3.642, -0.706], [4.042, -2.771, 0.433], [2.703, -1.968, 0.045], [2.565, -0.252, -0.327], [1.084, -2.519, -0.183]], "forces_ev_per_angstrom": [[0.5, -0.3, 0.1], [0.0, -0.1, 0.0], [-0.1, 0.1, 0.0], [0.0, 0.0, 0.0], [0.0, 0.0, 0.0], [0.0, 0.0, 0.0], [0.0, 0.0, 0.0], [-0.1, 0.0, 0.0], [-0.1, -0.2, 0.2], [-0.1, 0.3, -0.3], [0.2, 0.0, -0.1], [0.1, 0.1, 0.1], [0.1, -0.2, -0.1], [0.2, -0.1, -0.1], [0.0, -0.1, 0.0], [0.0, 0.1, 0.0], [0.1, 0.0, 0.0], [-0.1, 0.1, 0.1], [0.0, 0.1, 0.1], [-0.4, -0.1, -0.2], [0.0, -0.1, 0.0], [0.0, 0.0, 0.0], [0.0, 0.0, 0.0], [0.0, 0.0, 0.0], [0.0, 0.0, 0.0], [0.0, 0.0, 0.0], [0.0, 0.0, 0.0], [0.0, 0.0, 0.0], [0.0, 0.0, 0.0], [0.0, 0.0, 0.0], [-0.2, 0.1, 0.0], [0.1, -0.1, 0.0], [-0.1, 0.3, 0.1], [-0.2, -0.1, 0.1]]}